{"formula": "C40H29F4N7P2Sc", "method": "ωB97M-V with the def2-TZVPD basis set", "symbols": ["Sc", "C", "C", "C", "C", "C", "C", "P", "C", "C", "C", "C", "C", "C", "C", "C", "C", "C", "C", "C", "C", "C", "C", "C", "H", "H", "H", "H", "H", "H", "H", "H", "H", "H", "H", "H", "H", "H", "H", "H", "C", "N", "C", "N", "C", "N", "C", "P", "C", "C", "H", "H", "H", "H", "H", "H", "H", "H", "H", "H", "H", "H", "H", "F", "C", "C", "F", "C", "C", "C", "F", "C", "C", "C", "N", "C", "N", "F", "C", "C", "N", "C", "N"], "coordinates": [[-0.418, 0.621, -0.017], [-2.004, 6.524, -2.548], [-0.882, 6.576, -1.743], [-0.726, 5.559, -0.728], [-1.587, 4.466, -0.747], [-2.733, 4.419, -1.514], [-2.987, 5.505, -2.398], [-1.362, 2.961, 0.240], [0.466, 2.921, 0.726], [0.939, 3.048, 2.031], [2.318, 3.093, 2.219], [3.198, 3.031, 1.131], [2.745, 2.851, -0.220], [1.363, 2.801, -0.372], [-2.424, 2.893, 1.717], [-3.054, 3.949, 2.359], [-3.853, 3.672, 3.478], [-4.002, 2.388, 3.950], [-3.471, 1.323, 3.252], [-3.786, -0.053, 3.511], [-3.415, -1.084, 2.747], [-2.542, -0.777, 1.577], [-2.039, 0.478, 1.384], [-2.637, 1.575, 2.108], [-2.149, 7.322, -3.261], [-0.250, 7.431, -1.834], [0.151, 5.590, -0.050], [-3.412, 3.570, -1.555], [-3.897, 5.396, -2.911], [0.275, 3.127, 2.909], [2.683, 3.241, 3.244], [4.270, 3.303, 1.332], [3.353, 2.808, -1.072], [0.858, 2.912, -1.389], [-2.842, 5.010, 2.089], [-4.272, 4.498, 3.945], [-4.656, 2.179, 4.755], [-4.392, -0.194, 4.385], [-3.766, -2.082, 2.797], [-2.208, -1.659, 1.004], [1.710, -2.948, 4.025], [2.128, -1.450, 4.310], [3.603, -1.256, 3.809], [3.660, -1.620, 2.455], [3.235, -3.007, 2.236], [1.817, -3.207, 2.628], [0.868, -2.483, 1.826], [1.216, -0.617, 1.803], [1.203, -0.445, 3.706], [2.984, -0.688, 1.596], [0.645, -3.079, 4.376], [2.392, -3.511, 4.620], [2.071, -1.329, 5.329], [4.137, -1.983, 4.449], [3.889, -0.201, 3.989], [3.823, -3.641, 2.913], [3.391, -3.304, 1.217], [-0.132, -2.575, 2.264], [0.797, -2.873, 0.840], [0.265, -0.581, 4.153], [1.549, 0.508, 4.005], [3.341, 0.317, 1.872], [3.375, -0.843, 0.582], [2.668, -4.423, -4.441], [1.453, -4.157, -4.936], [1.087, -4.782, -6.052], [1.847, -5.573, -6.737], [-0.314, -4.627, -6.574], [-1.209, -3.700, -5.865], [-0.768, -3.153, -4.715], [-1.648, -2.491, -3.912], [0.511, -3.319, -4.187], [0.965, -2.677, -3.000], [0.195, -1.680, -2.299], [-0.169, -0.880, -1.555], [2.091, -2.992, -2.184], [2.941, -2.942, -1.394], [-2.488, -3.487, -6.243], [-0.785, -5.328, -7.664], [-2.160, -5.283, -8.131], [-3.266, -5.156, -8.405], [-0.118, -6.408, -8.335], [0.351, -7.318, -8.906]], "lowdin_charge": [0.811, -0.041, -0.033, -0.053, -0.403, -0.098, -0.012, 1.090, -0.440, -0.076, -0.073, -0.034, -0.010, -0.154, -0.314, -0.024, -0.020, 0.013, -0.142, -0.016, -0.035, -0.104, -0.266, -0.221, 0.117, 0.108, 0.117, 0.113, 0.097, 0.134, 0.128, 0.143, 0.107, 0.142, 0.140, 0.102, 0.123, 0.124, 0.102, 0.093, -0.063, -0.058, -0.076, -0.142, -0.102, -0.130, -0.273, 1.050, -0.186, -0.343, 0.170, 0.136, 0.189, 0.159, 0.160, 0.150, 0.114, 0.094, 0.077, 0.094, 0.085, 0.087, 0.113, 0.145, -0.119, -0.123, 0.209, 0.031, -0.064, -0.132, 0.108, 0.017, -0.109, -0.077, 0.124, -0.165, 0.206, 0.158, -0.059, -0.122, 0.272, -0.116, 0.279], "gap_ev": 5.565, "charge": 3, "e_lumo_ev": -9.963}


{"formula": "C2H6FFeO9", "method": "ωB97M-V with the def2-TZVPD basis set", "symbols": ["Fe", "F", "C", "O", "O", "O", "C", "O", "O", "O", "O", "H", "H", "O", "H", "H", "O", "H", "H"], "coordinates": [[-0.476, 0.072, 0.065], [-2.507, -0.330, -0.509], [0.129, -1.130, -2.684], [-1.062, -1.221, -3.022], [0.363, -0.365, -1.737], [1.119, -1.801, -3.103], [2.552, 0.409, 0.938], [1.352, 0.600, 0.994], [3.300, 0.584, 1.919], [2.996, 0.160, -0.185], [-0.278, -1.965, 0.881], [-0.434, -2.114, 1.813], [-0.234, -2.843, 0.502], [-1.161, 0.614, 1.885], [-1.813, 1.287, 2.081], [-0.387, 0.879, 2.383], [-0.942, 2.108, -0.569], [-1.051, 2.271, -1.506], [-1.467, 2.786, -0.145]], "mulliken_spin": [3.853, 0.046, -0.071, 0.335, 0.379, 0.325, -0.001, 0.054, 0.010, 0.025, 0.009, -0.001, 0.001, 0.028, -0.001, -0.003, 0.011, -0.003, 0.003], "gap_ev": [3.653, 3.527], "spin_multiplicity": 6, "s2": 8.767, "charge": -2, "e_lumo_ev": [4.826, 4.823]}


{"formula": "C20H31F9O12", "method": "ωB97M-V with the def2-TZVPD basis set", "symbols": ["C", "C", "O", "C", "O", "O", "C", "H", "H", "H", "H", "H", "H", "H", "H", "C", "C", "O", "C", "O", "O", "C", "H", "H", "H", "H", "H", "H", "H", "H", "C", "C", "O", "C", "O", "C", "F", "F", "F", "H", "H", "H", "H", "H", "C", "C", "O", "C", "O", "C", "F", "F", "F", "H", "H", "H", "H", "H", "C", "C", "O", "C", "O", "C", "F", "F", "F", "H", "H", "H", "H", "H"], "coordinates": [[2.846, 3.741, -9.924], [3.409, 4.079, -8.549], [3.805, 5.407, -8.697], [4.342, 6.056, -7.619], [4.394, 5.718, -6.437], [4.887, 7.202, -8.086], [5.451, 8.225, -7.266], [3.585, 3.843, -10.718], [2.043, 4.375, -10.301], [2.496, 2.714, -9.825], [4.245, 3.439, -8.268], [2.675, 3.901, -7.763], [4.889, 8.261, -6.333], [5.431, 9.180, -7.790], [6.458, 8.011, -6.908], [-10.952, -2.433, 8.577], [-10.383, -1.370, 7.712], [-10.019, -1.995, 6.503], [-8.805, -1.793, 5.994], [-7.797, -1.339, 6.566], [-8.795, -2.314, 4.754], [-7.641, -2.255, 3.901], [-10.355, -3.262, 8.958], [-11.814, -2.942, 8.145], [-11.198, -1.926, 9.510], [-9.581, -0.822, 8.207], [-11.089, -0.587, 7.435], [-7.129, -1.304, 3.755], [-8.066, -2.475, 2.921], [-6.933, -3.041, 4.161], [-0.967, -8.143, -5.750], [-1.637, -8.825, -4.502], [-0.699, -9.810, -4.139], [-0.625, -10.392, -2.953], [-1.522, -10.349, -2.111], [0.687, -11.217, -2.820], [1.102, -11.772, -3.943], [1.651, -10.386, -2.432], [0.498, -12.228, -1.934], [-1.715, -7.477, -6.181], [-0.796, -8.867, -6.546], [-0.006, -7.665, -5.562], [-2.564, -9.290, -4.835], [-1.880, -8.119, -3.708], [5.528, 5.830, 4.426], [4.377, 6.719, 4.836], [4.654, 7.967, 4.170], [3.974, 9.087, 4.458], [2.901, 9.109, 5.068], [4.689, 10.321, 3.808], [5.226, 11.196, 4.721], [5.615, 9.883, 2.948], [3.796, 11.049, 3.123], [5.782, 5.908, 3.369], [5.203, 4.801, 4.579], [6.391, 5.911, 5.086], [4.520, 6.796, 5.914], [3.376, 6.381, 4.566], [1.102, -2.600, 3.959], [0.924, -2.985, 2.430], [1.906, -2.288, 1.654], [1.793, -2.146, 0.352], [0.951, -2.764, -0.349], [2.654, -1.056, -0.275], [1.988, -0.606, -1.388], [2.884, -0.065, 0.596], [3.775, -1.671, -0.649], [1.974, -3.123, 4.351], [0.262, -3.131, 4.406], [1.024, -1.541, 4.209], [-0.086, -2.676, 2.160], [0.892, -4.063, 2.278]], "lowdin_charge": [-0.066, -0.245, 0.015, -0.512, 0.106, -0.020, -0.042, 0.078, 0.079, 0.076, 0.129, 0.126, 0.090, 0.095, 0.092, -0.074, -0.233, 0.034, -0.541, 0.084, -0.012, -0.039, 0.084, 0.083, 0.080, 0.125, 0.130, 0.095, 0.089, 0.095, -0.051, -0.184, 0.007, -0.346, 0.137, -0.544, 0.182, 0.175, 0.149, 0.072, 0.073, 0.077, 0.126, 0.129, -0.071, -0.189, -0.004, -0.329, 0.133, -0.496, 0.133, 0.161, 0.157, 0.085, 0.077, 0.081, 0.129, 0.132, -0.044, -0.177, 0.032, -0.353, 0.110, -0.521, 0.140, 0.174, 0.177, 0.070, 0.069, 0.077, 0.120, 0.126], "gap_ev": 11.293, "de_lowest_ev": 0.000, "e_lumo_ev": 0.594, "smiles": "CCOC(=O)C(F)(F)F.CCOC(=O)C(F)(F)F.CCOC(=O)C(F)(F)F.CCOC(=O)OC.CCOC(=O)OC"}


{"formula": "C6H11N3OSi", "method": "ωB97M-V with the def2-TZVPD basis set", "symbols": ["C", "C", "C", "C", "C", "C", "N", "N", "N", "O", "Si", "H", "H", "H", "H", "H", "H", "H", "H", "H", "H", "H"], "coordinates": [[0.340, -1.610, -3.094], [0.968, -1.746, -1.837], [-0.165, -0.337, -3.472], [1.060, -0.637, -1.026], [-0.059, 0.692, -2.603], [0.462, 0.579, -1.351], [1.174, 0.663, 2.208], [-1.215, -0.753, 3.526], [-1.278, 1.846, 2.737], [0.403, 1.644, -0.482], [-0.300, 0.482, 2.871], [0.222, -2.454, -3.693], [1.382, -2.664, -1.684], [-0.741, -0.438, -4.429], [1.385, -0.634, -0.021], [-0.353, 1.642, -2.780], [2.110, 0.305, 2.463], [0.831, 1.271, 0.341], [-0.717, -1.748, 3.711], [-2.222, -0.655, 3.539], [-1.069, 2.677, 2.242], [-2.219, 1.877, 2.832]], "nbo_charge": [-0.238, -0.198, -0.196, -0.301, -0.288, 0.325, -1.530, -1.350, -1.290, -0.703, 2.127, 0.199, 0.204, 0.217, 0.218, 0.211, 0.408, 0.520, 0.444, 0.420, 0.418, 0.384], "gap_ev": 8.126, "de_lowest_ev": 0.000, "e_lumo_ev": 0.097, "smiles": "N=[Si](N)N.Oc1ccccc1"}